This record from the OMol25 dataset describes a cluster of 2 separate species, C4H9NO3 in total in a non-equilibrium geometry. The level of theory is wB97M-V/def2-TZVPD.

Each line ends with the Mulliken charge.
CARTESIAN COORDINATES (ANGSTROEM)
C  -0.344  -0.947  0.324  1.034
C  1.001  -0.635  0.223  -1.332
C  -1.176  -0.340  1.416  -1.320
C  0.856  1.531  -0.758  0.704
N  -0.948  -1.804  -0.536  -0.443
O  -0.258  1.150  -1.563  -0.498
O  1.925  1.716  -1.576  -0.451
O  0.678  2.228  0.237  -0.596
H  -1.041  1.349  -1.017  0.354
H  2.456  2.392  -1.120  0.360
H  -0.327  -2.355  -1.121  0.213
H  -1.796  -2.254  -0.206  0.229
H  1.600  -1.165  -0.512  0.323
H  1.526  -0.309  1.117  0.353
H  -2.226  -0.263  1.118  0.428
H  -0.816  0.664  1.658  0.302
H  -1.109  -0.957  2.317  0.340

Atomic forces in eV per Å
C 2.35 0.33 0.61
C -0.97 -1.25 0.48
C -0.13 -0.02 -0.03
C -2.78 3.29 -1.23
N -0.45 -0.21 -0.23
O 1.50 0.15 0.94
O -0.12 -0.92 0.65
O 0.51 -1.44 -0.44
H 0.54 -0.13 -0.14
H -0.06 -0.39 -0.04
H -0.43 0.10 0.23
H 0.30 0.17 -0.38
H -0.03 0.03 0.00
H -0.22 0.49 -0.35
H 0.04 -0.08 0.06
H 0.04 -0.19 -0.06
H -0.10 0.06 -0.06

Calculated values
Net charge: 0
LUMO level (eV): 0.7
SMILES: C=C(C)N.O=C(O)O
Relative energy (zero: lowest compared OMol25 entry of this formula, charge and spin) (eV): 1.8710
Orbital gap (eV): 8.81
E_tot (eV): -11925.670

This record from the OMol25 dataset describes a cluster of 2 separate species, C4H12 in total. The level of theory is wB97M-V/def2-TZVPD.

Each line ends with the Mulliken charge.
CARTESIAN COORDINATES (ANGSTROEM)
C  0.239  0.818  -1.498  -0.496
C  1.547  1.576  -1.757  -0.949
H  -0.096  0.288  -2.388  0.323
H  0.400  0.091  -0.706  -0.029
H  -0.539  1.510  -1.178  0.278
H  1.786  2.211  -0.904  0.286
H  1.490  2.184  -2.658  0.291
H  2.378  0.879  -1.869  0.283
C  -0.792  -1.702  1.063  -0.836
C  -1.003  -0.687  2.188  -0.768
H  -1.040  -2.704  1.414  0.335
H  -1.384  -1.425  0.195  0.244
H  0.259  -1.737  0.773  0.241
H  -0.948  0.331  1.799  0.242
H  -0.238  -0.773  2.961  0.266
H  -1.976  -0.808  2.663  0.288

Atomic forces in eV per Å
C 0.43 0.24 -0.02
C -0.14 -0.28 0.15
H -0.06 -0.02 0.01
H -0.15 -0.05 0.05
H -0.13 -0.07 -0.05
H 0.02 0.12 -0.08
H 0.02 0.11 0.03
H 0.02 0.01 -0.11
C 0.22 0.12 0.52
C 0.13 0.10 -0.14
H -0.18 -0.03 -0.20
H -0.08 -0.26 -0.08
H -0.02 0.08 -0.13
H -0.01 0.03 0.03
H -0.04 -0.08 0.03
H -0.04 0.01 -0.01

Calculated values
Net charge: 0
LUMO level (eV): 1.1
SMILES: CC.CC
Relative energy (zero: lowest compared OMol25 entry of this formula, charge and spin) (eV): 0.0389
Orbital gap (eV): 12.95
E_tot (eV): -4342.489

This record from the OMol25 dataset describes a structure of composition C15H31BeClO4P2 in a non-equilibrium geometry. The level of theory is wB97M-V/def2-TZVPD.

Each line ends with the Mulliken charge.
CARTESIAN COORDINATES (ANGSTROEM)
P  -0.713  0.450  1.806  1.160
P  2.174  -0.106  0.336  1.086
C  -0.668  0.164  -0.016  -0.015
C  0.589  -0.556  -0.535  -0.310
H  -0.776  1.145  -0.504  0.452
H  -1.553  -0.427  -0.276  -0.764
H  0.471  -1.646  -0.446  0.434
H  0.721  -0.346  -1.602  -0.674
C  2.883  1.281  -0.607  -1.273
H  3.906  1.463  -0.250  0.403
H  2.291  2.187  -0.413  0.362
H  2.894  1.071  -1.684  0.359
C  3.355  -1.474  0.231  -1.203
H  3.463  -1.830  -0.803  0.370
H  3.011  -2.298  0.872  0.383
H  4.331  -1.133  0.607  0.410
C  -1.696  1.917  2.225  -1.216
H  -1.729  1.985  3.323  0.396
H  -2.721  1.868  1.827  0.374
H  -1.187  2.814  1.839  0.378
C  -1.514  -1.009  2.539  -1.290
H  -0.853  -1.879  2.410  0.402
H  -2.488  -1.206  2.067  0.361
H  -1.651  -0.828  3.616  0.395
Be  1.378  0.615  2.205  -0.636
C  -0.587  -1.550  -3.397  -0.139
C  -0.260  -0.276  -3.665  -0.510
C  -1.178  0.718  -4.296  -0.787
C  -2.672  0.595  -3.902  -0.951
C  -2.908  0.367  -2.446  -0.226
C  -3.049  -0.828  -1.850  -0.611
C  -2.915  -2.150  -2.533  -0.708
C  -1.898  -2.197  -3.699  -1.045
C  1.721  1.256  4.688  -0.623
H  0.175  -2.249  -3.035  0.488
H  0.777  0.062  -3.579  0.597
H  -1.102  0.621  -5.390  0.304
H  -0.852  1.741  -4.059  0.359
H  -3.139  1.558  -4.147  0.427
H  -3.178  -0.144  -4.535  0.373
H  -3.098  1.287  -1.883  0.438
H  -3.431  -0.890  -0.825  0.724
H  -3.903  -2.447  -2.917  0.294
H  -2.627  -2.925  -1.807  0.360
H  -1.684  -3.258  -3.886  0.418
H  -2.354  -1.823  -4.622  0.392
H  2.638  0.566  5.444  0.168
H  0.748  0.856  5.044  0.200
H  2.006  2.275  4.985  0.381
O  3.783  2.601  6.658  -0.530
Cl  4.519  1.386  6.285  0.904
O  5.098  1.447  4.944  -0.504
O  3.364  0.198  6.212  -0.676
O  2.088  0.979  3.447  0.138

Atomic forces in eV per Å
P 1.34 -0.08 0.23
P -0.77 0.80 0.80
C -0.45 0.18 0.25
C 0.82 -0.28 0.02
H -0.01 -0.28 0.12
H 0.43 0.35 -0.06
H 0.02 0.25 0.03
H -0.13 -0.15 0.49
C 0.11 0.02 -0.33
H -0.28 -0.03 -0.10
H 0.17 -0.32 -0.08
H 0.11 0.10 0.18
C 0.01 -0.35 -0.23
H 0.06 0.04 0.23
H 0.11 0.27 -0.22
H -0.34 -0.05 -0.09
C -0.41 0.06 -0.17
H 0.04 -0.01 -0.36
H 0.28 0.06 0.15
H -0.18 -0.35 0.13
C -0.40 -0.03 -0.06
H -0.23 0.28 0.05
H 0.20 -0.04 0.20
H 0.08 -0.10 -0.34
Be 0.89 -0.19 1.60
C 0.74 0.52 -0.51
C 0.02 -0.93 -0.48
C -0.40 0.32 -0.13
C 0.13 0.48 -0.56
C -0.76 -0.56 0.58
C -0.70 0.77 -0.44
C 0.15 -0.34 -0.28
C -0.41 -0.62 -0.02
C -0.19 -0.02 2.47
H -0.10 0.44 0.08
H -0.22 -0.20 0.23
H 0.02 0.13 0.15
H 0.06 -0.26 -0.01
H 0.04 -0.20 -0.07
H 0.09 0.20 0.33
H 0.14 -0.38 0.12
H 0.30 0.22 -0.20
H 0.17 -0.07 0.10
H -0.11 0.24 -0.02
H -0.14 0.16 -0.05
H 0.27 -0.06 0.26
H -2.02 1.17 -1.10
H -0.20 0.52 -0.42
H -0.43 -0.22 0.09
O 0.47 -0.35 -0.37
Cl -1.29 -1.36 0.33
O -0.28 0.22 0.25
O 3.60 0.38 1.81
O -0.43 -0.37 -4.58

Calculated values
Net charge: 0
LUMO level (spin up / spin down) (eV): 0.0 / 0.0
Relative energy (zero: lowest compared OMol25 entry of this formula, charge and spin) (eV): 0.0000
Orbital gap (spin up / spin down) (eV): 4.50 / 5.05
E_tot (eV): -55740.204

This record from the OMol25 dataset describes an isolated molecule of C5H6N2 in a non-equilibrium geometry. The level of theory is wB97M-V/def2-TZVPD.

Each line ends with the Mulliken charge.
CARTESIAN COORDINATES (ANGSTROEM)
C  0.607  -1.103  0.126  -0.521
C  -0.214  0.010  0.225  0.653
C  0.028  1.342  0.238  -0.016
C  3.030  -0.265  0.076  -0.207
C  -1.711  -0.207  -0.120  -1.164
N  2.003  -1.041  -0.048  -0.037
N  0.223  2.521  -0.002  -0.440
H  0.050  -2.048  0.138  0.327
H  -2.151  -1.226  -0.082  0.369
H  -2.292  0.622  0.540  0.265
H  -1.908  0.025  -1.276  0.242
H  2.263  -1.978  -0.497  0.249
H  0.073  3.350  0.682  0.280

Atomic forces in eV per Å
C 1.29 -0.06 0.17
C -1.86 2.01 -0.74
C 0.96 -0.59 0.39
C -0.86 0.30 -0.01
C -1.54 2.33 -1.07
N -0.98 -2.53 -0.64
N -0.68 1.42 0.89
H 1.19 0.12 -0.28
H 0.60 0.56 0.88
H 0.77 -2.39 -1.74
H 0.53 -0.04 2.38
H 0.13 1.06 0.80
H 0.45 -2.18 -1.04

Calculated values
Net charge: 0
LUMO level (spin up / spin down) (eV): -0.7 / -0.8
Relative energy (zero: lowest compared OMol25 entry of this formula, charge and spin) (eV): 7.8177
Orbital gap (spin up / spin down) (eV): 5.72 / 5.46
E_tot (eV): -8254.541

This record from the OMol25 dataset describes a structure of composition C3H6AsF8O3Tl in a non-equilibrium geometry. The level of theory is wB97M-V/def2-TZVPD.

Each line ends with the Mulliken charge.
CARTESIAN COORDINATES (ANGSTROEM)
Tl  -5.325  -0.840  -7.456  1.288
As  -2.377  1.493  -10.318  1.975
F  -3.713  0.559  -9.446  -0.486
F  -3.552  2.826  -10.428  -0.467
F  -1.095  2.512  -11.107  -0.502
F  -1.160  0.181  -10.160  -0.445
F  -3.049  0.781  -11.860  -0.481
F  -1.890  2.110  -8.687  -0.487
F  -2.936  -2.016  -8.631  -0.273
F  -8.155  -1.374  -7.636  -0.408
C  -4.325  -4.786  -10.525  -0.675
O  -5.515  -5.272  -9.942  -0.297
C  -6.059  -4.650  -8.955  0.889
O  -5.672  -3.621  -8.412  -0.424
O  -7.180  -5.160  -8.598  -0.318
C  -7.905  -4.617  -7.525  -0.582
H  -4.359  -4.992  -11.595  0.274
H  -3.513  -5.425  -10.180  0.303
H  -4.003  -3.747  -10.452  0.318
H  -8.469  -5.424  -7.057  0.247
H  -8.664  -3.917  -7.873  0.279
H  -7.240  -4.054  -6.870  0.272

Atomic forces in eV per Å
Tl 0.06 -1.13 -2.02
As 1.11 1.39 -0.43
F 0.22 -0.26 0.10
F 0.99 -1.19 -0.04
F -1.90 -1.45 0.80
F -1.79 1.05 -0.12
F 1.11 0.86 2.08
F -0.55 -0.83 -1.65
F -1.59 0.48 0.86
F 2.08 0.34 0.21
C 2.18 -0.56 -1.37
O -0.42 -0.01 -0.05
C -0.55 1.50 0.42
O 1.73 1.13 -0.01
O -1.06 -1.98 -0.66
C -0.79 0.68 0.75
H -0.53 -0.06 0.06
H 0.03 0.18 0.31
H -0.83 0.10 0.79
H 0.51 -0.08 0.12
H 0.18 0.22 -0.35
H -0.20 -0.36 0.21

Calculated values
Net charge: 0
LUMO level (eV): -8.7
Orbital gap (eV): 3.44
E_tot (eV): -96615.445

This record from the OMol25 dataset describes a cluster of 3 separate species, C22H26N2O8S2 in total in a non-equilibrium geometry. The level of theory is wB97M-V/def2-TZVPD.

Each line ends with the Mulliken charge.
CARTESIAN COORDINATES (ANGSTROEM)
O  0.942  1.704  -3.687  -0.576
C  1.089  0.663  -3.106  0.101
C  2.129  -0.330  -3.480  0.642
C  2.526  -0.450  -4.807  -0.719
C  3.474  -1.410  -5.142  -0.560
C  4.019  -2.211  -4.145  -0.489
C  3.631  -2.089  -2.817  -0.763
C  2.667  -1.148  -2.482  0.443
C  2.183  -0.982  -1.092  0.218
O  2.880  -1.150  -0.136  -0.557
C  0.764  -0.562  -0.976  0.004
C  -0.036  -0.950  0.083  -1.152
C  -1.370  -0.550  0.138  0.281
C  -2.181  -0.990  1.328  -0.966
S  -2.294  0.412  2.451  1.227
O  -3.607  0.476  3.033  -0.672
O  -1.145  0.425  3.315  -0.657
C  -1.925  0.269  -0.870  1.495
C  -3.388  0.667  -0.756  -0.577
S  -4.172  1.394  -2.189  1.016
O  -3.549  0.972  -3.409  -0.580
O  -5.581  1.145  -2.050  -0.644
C  -1.094  0.682  -1.908  -1.078
C  0.228  0.255  -1.960  -0.174
H  2.068  0.202  -5.533  0.492
H  3.762  -1.515  -6.175  0.410
H  4.753  -2.953  -4.421  0.395
H  4.069  -2.718  -2.060  0.524
H  0.367  -1.566  0.871  0.665
H  -1.690  -1.780  1.886  0.381
H  -3.192  -1.284  1.073  0.358
H  -2.166  1.468  1.605  0.105
H  -3.998  -0.206  -0.553  0.396
H  -3.514  1.391  0.047  0.299
H  -3.989  2.721  -1.963  0.118
H  -1.456  1.323  -2.691  0.627
C  -1.670  5.537  0.104  -1.382
C  -1.811  4.494  1.184  0.782
O  -2.282  3.384  0.953  -0.562
N  -1.398  4.813  2.429  -0.149
C  -0.818  6.062  2.891  -0.912
H  -2.042  5.125  -0.828  0.218
H  -2.249  6.427  0.352  0.405
H  -0.624  5.813  -0.028  0.383
H  -1.519  4.069  3.099  0.206
H  0.178  5.879  3.296  0.296
H  -1.440  6.489  3.678  0.300
H  -0.740  6.776  2.079  0.354
C  3.362  -5.343  2.203  -1.391
C  2.031  -4.846  1.690  0.914
O  1.723  -4.914  0.511  -0.659
N  1.173  -4.307  2.597  -0.115
C  1.355  -4.132  4.026  -0.889
H  3.927  -5.738  1.365  0.306
H  3.927  -4.528  2.656  0.352
H  3.220  -6.136  2.938  0.401
H  0.307  -3.998  2.186  0.169
H  0.577  -4.670  4.571  0.307
H  1.288  -3.074  4.285  0.291
H  2.323  -4.508  4.340  0.343

Atomic forces in eV per Å
O -0.25 0.57 -0.48
C 0.12 -0.47 0.28
C 0.01 -0.11 -0.09
C 0.17 -0.15 0.42
C -0.37 0.35 0.29
C 0.04 -0.09 -0.12
C 0.05 0.23 -0.23
C 0.13 -0.04 -0.60
C -0.36 0.11 -0.49
O 0.62 -0.43 0.98
C -0.36 0.08 -0.03
C -0.29 0.27 -0.01
C 0.11 -0.25 -0.13
C 0.05 0.48 -0.28
S -0.21 0.39 0.45
O -0.18 -0.16 -0.10
O 0.29 -0.17 -0.07
C 0.26 -0.09 0.11
C 0.81 0.00 -0.30
S -0.98 -0.72 -0.09
O 0.34 0.36 0.04
O 0.11 0.31 0.32
C 0.13 -0.01 0.39
C -0.28 0.13 -0.04
H 0.04 0.06 -0.18
H 0.16 -0.14 -0.10
H 0.09 -0.10 0.03
H -0.02 -0.05 0.15
H 0.15 -0.07 0.06
H 0.05 -0.10 0.10
H -0.17 -0.05 0.05
H 0.07 -0.13 0.01
H -0.27 -0.07 0.02
H -0.27 0.13 0.07
H 0.25 -0.04 -0.16
H 0.01 0.03 -0.13
C -0.05 -0.07 -0.02
C 0.08 0.04 0.14
O -0.11 -0.12 -0.23
N -0.03 0.03 -0.14
C -0.05 -0.25 0.16
H 0.00 -0.05 0.02
H 0.07 0.05 0.00
H -0.02 0.08 0.01
H 0.02 0.01 0.03
H 0.02 0.09 -0.02
H 0.03 0.08 -0.03
H -0.01 -0.01 -0.03
C 0.00 -0.01 -0.04
C -0.04 0.06 -0.13
O 0.03 0.01 0.02
N 0.13 -0.04 0.07
C -0.27 0.11 -0.22
H -0.05 0.01 -0.05
H 0.00 -0.04 0.07
H 0.05 0.05 0.06
H -0.04 -0.02 0.02
H 0.07 -0.02 0.08
H 0.07 -0.01 0.08
H 0.03 -0.01 -0.02

Calculated values
Net charge: 0
LUMO level (eV): -0.7
SMILES: O=C1c2ccccc2C(=O)c2cc(C[SH](=O)=O)c(C[SH](=O)=O)cc21.CNC(C)=O.CNC(C)=O
Orbital gap (eV): 8.87
E_tot (eV): -64265.844

Question: Which of these has the highest E_tot?
Answer: C4H12

Question: Number 2 is which compound?
Answer: C4H12

Question: The lowest E_tot belongs to which entry?
Answer: C3H6AsF8O3Tl